Record 1
Computed, not measured: a cluster of 8 separate species, C38H61N2O31P in total in a non-equilibrium geometry, with ωB97M-V/def2-TZVPD.

Cartesian coordinates (Å):
C  3.525  -3.754  2.987
C  4.684  -4.446  2.053
O  5.705  -3.519  1.541
C  6.388  -4.058  0.343
C  6.212  -3.092  -1.001
O  6.203  -1.646  -0.680
C  5.963  -0.839  -1.916
C  5.236  0.625  -1.561
O  3.913  0.695  -2.192
C  2.871  1.195  -1.286
C  1.645  0.075  -1.104
O  0.253  0.553  -1.108
N  -0.035  1.289  -2.196
O  -0.232  2.426  -1.733
O  1.757  -0.460  0.293
C  3.017  -1.218  0.239
O  3.895  -1.076  1.234
O  3.061  -1.990  -1.020
C  2.012  -1.337  -1.887
P  0.708  -2.730  -1.965
N  1.422  -4.008  -2.718
O  -0.760  -2.300  -2.824
O  0.243  -3.163  -0.315
H  3.205  -4.549  3.803
H  2.539  -3.486  2.371
H  3.868  -2.771  3.541
H  5.254  -5.225  2.753
H  4.105  -4.998  1.167
H  6.010  -5.169  0.121
H  7.546  -4.176  0.593
H  7.113  -3.365  -1.709
H  5.209  -3.445  -1.543
H  7.033  -0.694  -2.404
H  5.314  -1.511  -2.620
H  5.947  1.443  -2.029
H  5.243  0.696  -0.393
H  2.420  2.174  -1.802
H  3.240  1.534  -0.230
H  2.264  -1.156  -3.008
H  0.880  -4.265  -3.570
H  -1.437  -2.993  -2.513
H  0.983  -3.796  -0.047
C  -0.945  2.916  1.713
C  0.503  3.225  2.034
C  1.174  2.190  2.882
O  2.201  2.940  3.512
C  1.743  4.227  3.589
O  2.276  5.111  4.236
O  0.605  4.387  2.846
H  -1.453  3.804  1.322
H  -1.017  2.113  0.973
H  -1.495  2.609  2.609
H  1.059  3.419  1.108
H  1.594  1.372  2.293
H  0.525  1.777  3.663
C  7.982  2.502  -7.168
C  7.633  1.676  -5.946
C  8.489  0.461  -5.768
O  7.643  -0.393  -5.014
C  6.360  -0.049  -5.344
O  5.374  -0.692  -5.035
O  6.335  1.110  -6.071
H  7.181  3.215  -7.395
H  8.913  3.054  -7.012
H  8.099  1.871  -8.056
H  7.632  2.311  -5.052
H  9.412  0.673  -5.224
H  8.733  -0.045  -6.710
C  -3.325  8.239  -0.866
C  -3.673  7.412  0.356
C  -2.817  6.197  0.534
O  -3.664  5.344  1.289
C  -4.947  5.688  0.958
O  -5.933  5.044  1.268
O  -4.971  6.846  0.231
H  -4.125  8.952  -1.092
H  -2.393  8.790  -0.710
H  -3.208  7.607  -1.753
H  -3.675  8.048  1.250
H  -1.894  6.410  1.078
H  -2.574  5.692  -0.407
C  -3.002  1.287  -3.242
C  -3.492  2.048  -4.457
C  -4.890  1.706  -4.867
O  -4.884  2.027  -6.249
C  -3.593  1.862  -6.674
O  -3.248  1.866  -7.842
O  -2.747  1.687  -5.614
H  -1.914  1.374  -3.142
H  -3.472  1.667  -2.330
H  -3.223  0.217  -3.325
H  -3.361  3.126  -4.303
H  -5.640  2.296  -4.334
H  -5.129  0.641  -4.764
C  -6.722  0.529  3.620
C  -5.395  1.170  3.266
C  -5.406  1.917  1.969
O  -4.038  1.876  1.589
C  -3.522  0.737  2.143
O  -2.426  0.277  1.876
O  -4.401  0.181  3.033
H  -6.595  -0.205  4.424
H  -7.446  1.283  3.941
H  -7.142  -0.013  2.766
H  -5.048  1.798  4.097
H  -5.749  2.947  2.080
H  -5.992  1.423  1.185
C  -2.114  -7.489  0.588
C  -1.635  -7.463  -0.850
C  -0.146  -7.417  -0.995
O  0.011  -6.811  -2.269
C  -1.089  -6.019  -2.454
O  -1.207  -5.203  -3.351
O  -2.035  -6.261  -1.496
H  -3.185  -7.263  0.643
H  -1.935  -8.468  1.040
H  -1.603  -6.731  1.191
H  -2.075  -8.300  -1.407
H  0.309  -8.409  -0.977
H  0.346  -6.780  -0.251
C  -4.343  0.404  8.718
C  -5.525  -0.486  8.389
C  -5.194  -1.946  8.343
O  -6.197  -2.453  7.476
C  -6.535  -1.424  6.640
O  -7.228  -1.545  5.645
O  -5.988  -0.245  7.066
H  -4.571  1.451  8.487
H  -4.079  0.325  9.777
H  -3.464  0.136  8.122
H  -6.355  -0.276  9.073
H  -5.251  -2.420  9.325
H  -4.216  -2.158  7.895

Summary:
spin multiplicity = 1
SMILES string = CCOCCOCCOC[C@]1(ON=O)OC(=O)O[C@H]1P(=N)(O)O.C[C@@H]1COC(=O)O1.C[C@@H]1COC(=O)O1.C[C@@H]1COC(=O)O1.C[C@@H]1COC(=O)O1.C[C@@H]1COC(=O)O1.C[C@@H]1COC(=O)O1.C[C@@H]1COC(=O)O1
HOMO = -0.3176 Ha
relative energy (zero: lowest compared OMol25 entry of this formula, charge and spin) = 4.320 eV

Mulliken population analysis, charges in e, atoms 1 to 99: C -0.7315; C -0.1766; O -0.2878; C -0.5629; C -0.0968; O -0.4054; C -0.1905; C -0.3737; O -0.3401; C -0.4787; C 0.5230; O 0.3492; N -0.5059; O -0.1172; O -0.1422; C 0.3749; O -0.5339; O -0.1673; C -0.1892; P 0.6023; N -0.7124; O -0.4580; O -0.5258; H 0.3558; H 0.0227; H 0.2050; H 0.2482; H 0.2284; H 0.3086; H 0.2722; H 0.3211; H 0.1001; H 0.2251; H 0.2817; H 0.2667; H 0.2108; H 0.3308; H 0.2852; H 0.4231; H 0.2278; H 0.3308; H 0.2920; C -0.6053; C 0.6817; C -0.1495; O -0.3362; C 0.5108; O -0.5904; O -0.3846; H -0.1994; H 0.2917; H 0.3255; H 0.1506; H 0.0680; H 0.2849; C -1.4708; C 0.5453; C -0.4988; O -0.2909; C 0.6226; O -0.5400; O -0.3345; H 0.3593; H 0.3861; H 0.3456; H 0.2397; H 0.3162; H 0.3142; C -1.4689; C 0.4868; C -0.5505; O -0.1474; C 0.5676; O -0.5965; O -0.3527; H 0.3736; H 0.3759; H 0.3535; H 0.2948; H 0.3318; H 0.2802; C -1.0671; C 0.5195; C -0.5185; O -0.3148; C 0.6104; O -0.5630; O -0.3105; H 0.2068; H 0.3722; H 0.3484; H 0.2502; H 0.3233; H 0.3298; C -1.3380; C 0.5628; C -0.4356; O -0.1225; C 0.4820

***

Record 2
Computed, not measured: a cluster of 4 separate species, C38H62INO12PS2 in total in a non-equilibrium geometry, with ωB97M-V/def2-TZVPD.

Cartesian coordinates (Å):
C  6.039  -2.345  -0.121
C  4.835  -1.505  0.595
C  3.490  -1.568  -0.330
C  2.141  -1.838  0.481
C  1.351  -0.738  1.269
I  2.495  -0.600  3.199
N  0.018  -1.287  1.714
P  -0.179  -3.065  1.866
S  0.836  -3.932  3.267
C  -1.210  -0.835  0.997
C  -1.071  -0.156  -0.439
S  -2.615  0.864  -0.566
C  -1.181  -1.238  -1.665
C  -2.487  -2.127  -1.713
C  -2.315  -3.648  -1.128
C  0.343  0.632  -0.692
C  0.376  1.755  -1.798
C  -0.511  3.034  -1.871
O  -1.554  3.028  -2.602
O  -0.233  4.348  -1.353
C  1.258  0.796  0.664
C  0.625  1.692  1.825
C  -0.212  2.990  1.414
O  -0.776  3.502  2.683
C  -2.152  3.023  2.815
C  -3.233  3.948  2.077
C  2.705  1.412  0.337
C  2.985  2.944  0.586
C  3.685  3.325  1.947
C  4.082  4.754  2.357
C  3.794  5.942  1.410
C  3.129  5.600  0.042
C  2.844  6.878  -0.919
C  2.747  4.134  -0.370
H  6.970  -2.191  0.543
H  6.298  -1.836  -1.122
H  5.781  -3.449  -0.263
H  4.665  -2.039  1.606
H  5.241  -0.445  0.713
H  3.454  -0.752  -1.123
H  3.662  -2.541  -0.942
H  2.503  -2.644  1.235
H  1.441  -2.297  -0.324
H  -0.096  -0.983  2.714
H  -1.565  -3.403  2.139
H  0.131  -3.775  0.639
H  -2.025  -1.651  0.909
H  -1.716  -0.039  1.670
H  -3.174  0.722  -1.831
H  -1.069  -0.626  -2.624
H  -0.263  -1.946  -1.635
H  -2.759  -2.288  -2.827
H  -3.430  -1.729  -1.219
H  -1.227  -3.968  -1.031
H  -2.924  -4.338  -1.828
H  -2.893  -3.672  -0.126
H  0.970  -0.203  -1.231
H  1.462  2.117  -1.985
H  0.153  1.205  -2.799
H  -1.117  4.728  -1.149
H  1.397  2.093  2.589
H  -0.114  1.136  2.530
H  -1.123  2.806  0.755
H  0.445  3.865  1.044
H  -2.440  3.016  3.935
H  -2.290  1.949  2.438
H  -4.117  3.253  1.796
H  -2.837  4.330  1.058
H  -3.653  4.794  2.711
H  3.575  0.866  0.872
H  2.966  1.240  -0.781
H  3.911  2.464  2.682
H  4.554  4.885  3.393
H  4.091  6.982  1.753
H  3.858  7.339  -1.175
H  2.215  6.585  -1.820
H  2.312  7.637  -0.227
H  2.290  3.950  -1.392
C  9.274  2.758  -2.291
C  8.991  1.300  -2.588
C  7.534  0.949  -2.527
O  7.564  -0.429  -2.171
C  8.722  -0.621  -1.472
O  8.976  -1.607  -0.842
O  9.548  0.455  -1.583
H  8.612  3.416  -2.859
H  9.164  2.972  -1.224
H  10.306  3.002  -2.555
H  9.429  1.017  -3.552
H  7.034  1.090  -3.487
H  6.984  1.496  -1.754
C  -5.846  -5.189  3.843
C  -5.932  -3.779  3.297
C  -6.090  -3.724  1.807
O  -5.499  -2.471  1.482
C  -4.572  -2.221  2.445
O  -3.739  -1.357  2.373
O  -4.705  -3.076  3.494
H  -6.637  -5.823  3.436
H  -4.875  -5.641  3.623
H  -5.946  -5.177  4.932
H  -6.729  -3.224  3.803
H  -7.138  -3.749  1.501
H  -5.546  -4.513  1.279
C  -9.451  -2.452  -3.114
C  -8.177  -2.587  -2.306
C  -6.934  -2.299  -3.095
O  -5.957  -3.087  -2.425
C  -6.623  -4.136  -1.865
O  -6.090  -5.109  -1.404
O  -7.969  -3.939  -1.899
H  -9.466  -1.518  -3.681
H  -9.573  -3.292  -3.803
H  -10.319  -2.462  -2.451
H  -8.231  -1.965  -1.406
H  -6.664  -1.242  -3.070
H  -6.993  -2.628  -4.137

Summary:
spin multiplicity = 1
HOMO = -0.3846 Ha
net charge = +1

Mulliken population analysis, charges in e, atoms 1 to 99: C -1.1283; C -0.1100; C -0.9446; C -0.0581; C -2.5754; I 0.2940; N 1.1987; P 0.3421; S -0.2989; C -1.0477; C 2.0047; S -0.0928; C -0.7181; C -0.4063; C -0.6526; C -1.4876; C -0.7437; C 0.0454; O -0.6319; O -0.3791; C 3.5212; C -1.2667; C 0.5465; O -0.4907; C 0.5340; C -0.8447; C -0.5834; C 0.1525; C -0.4089; C -0.6361; C -0.5685; C 0.4828; C -1.2926; C -0.2002; H 0.3749; H 0.2426; H 0.3456; H 0.1323; H 0.1166; H 0.1209; H 0.6367; H 0.6161; H -0.1898; H 0.8775; H 0.1216; H 0.0572; H -0.5319; H -0.1357; H 0.2320; H 0.5888; H 0.0462; H 0.3041; H 0.2107; H 0.2058; H 0.3431; H -0.0709; H 0.2442; H 0.4901; H 0.4773; H 0.3825; H 0.2085; H 0.4492; H -0.0529; H -0.3302; H 0.3885; H -0.3575; H 0.2356; H 0.1208; H 0.3327; H -0.2880; H 0.4347; H 0.1828; H 0.3178; H 0.3312; H 0.3643; H 0.2776; H 0.3498; H 0.3463; C -1.4429; C 0.4990; C -0.5193; O -0.2999; C 0.6292; O -0.5293; O -0.3387; H 0.3605; H 0.3637; H 0.3589; H 0.2584; H 0.3221; H 0.2842; C -1.4685; C 0.4679; C -0.6528; O -0.1273; C 0.4604; O -0.5823; O -0.3093; H 0.3678

***

Table of LUMO (Ha), in record order: -0.0517 -0.1081